(1)
Entry from the OMol25 dataset: 2 unconnected molecules or ions with the total composition C4H12N2O2 (ωB97M-V/def2-TZVPD).

```
20
Properties=species:S:1:pos:R:3:forces:R:3:mulliken_charge:R:1
N 0.78654 -2.35887 -1.14488 -0.2770 -0.6091 -0.5750 -0.441
C 0.85754 -2.06317 0.24651 -0.1199 1.6978 0.3239 -0.605
N 0.64512 -0.62676 0.58589 -0.4056 -0.4509 -0.2552 -0.440
C -0.69658 -0.12326 0.18040 1.5468 -0.5047 0.2013 -0.551
C -1.28572 0.71499 1.30719 -2.4411 -0.3081 -0.3056 -0.764
C -1.39467 2.19222 1.01683 1.7037 -0.2094 1.1115 0.029
O -1.89242 2.73324 0.07305 -0.2392 -0.1496 -0.1728 -0.462
H 0.10694 -1.87270 -1.70999 0.1040 -0.0452 0.2130 0.194
H 1.61410 -2.59829 -1.64653 0.3765 0.1515 -0.0374 0.207
H 1.84406 -2.26816 0.65595 -0.0177 -0.5405 -0.1582 0.407
H 0.09159 -2.61890 0.79751 0.1445 0.0413 0.1061 0.341
H 1.37545 -0.06645 0.15590 0.0485 -0.2117 0.1341 0.282
H -0.62746 0.45967 -0.74376 -0.3129 0.0777 0.0483 0.411
H -1.28721 -1.00808 -0.06645 -0.2856 0.2187 0.2287 0.475
H -2.33346 0.37224 1.42927 0.1353 0.2371 -0.1214 0.246
H -0.88106 0.53986 2.30115 0.6460 -0.0101 -0.3040 0.439
H -0.79691 2.73384 1.80012 -0.6015 0.5785 -0.3666 0.267
O 1.53543 1.84903 -1.92762 1.8343 0.2519 -1.6684 -0.667
H 1.21935 2.74792 -1.97658 -0.6667 -0.1008 0.6101 0.316
H 1.11938 1.26166 -1.33396 -1.1724 -0.1143 0.9877 0.317
```
Forces are in eV/Å.

Properties
HOMO in eV: -8.871
E in eV: -11416.414
Multiplicity: 1


(2)
Entry from the OMol25 dataset: 4 unconnected molecules or ions with the total composition C19H45N3O9PS (ωB97M-V/def2-TZVPD).

```
78
Properties=species:S:1:pos:R:3:forces:R:3:mulliken_charge:R:1
C 8.12783 -0.30945 -1.39221 0.0827 -0.3274 -0.0007 -1.017
C 7.38293 -1.54318 -1.94008 -0.1491 0.3318 -0.3580 -0.626
C 5.88546 -1.56171 -1.62424 0.4522 0.1923 0.0697 -0.155
O 5.20934 -0.99432 -2.72319 -0.2326 -0.3383 0.1167 -0.305
C 3.78826 -1.04428 -2.62058 0.3860 0.4859 -0.9626 -1.534
C 3.17134 0.16520 -1.89050 -0.6400 -0.9991 2.0841 1.211
C 2.66718 -0.42516 -0.50591 0.5229 -0.0888 -0.2821 -1.207
C 1.44575 -1.34466 -0.64932 -0.0657 0.2058 0.5269 -0.759
C 0.09505 -0.66115 -0.41328 0.0516 0.0043 -0.6156 -0.546
S -1.17991 -1.93906 -0.11101 0.0168 -0.0552 0.0938 -0.199
O 2.05982 0.72915 -2.51611 0.5202 0.0657 -0.7010 -0.573
P 1.66770 2.27400 -1.90481 -2.2725 0.6898 0.4302 0.723
N 0.03461 2.11683 -2.62162 0.4705 -0.4335 0.2926 -0.898
O 2.30468 3.00227 -3.46051 0.7939 0.1202 -0.0973 -0.330
N 2.38956 4.34726 -3.43283 -0.0955 -0.4751 0.3095 0.349
O 3.45487 4.73875 -3.79037 0.0220 0.1598 -0.3413 -0.437
O 3.28422 2.38179 -1.24379 0.3246 -0.4094 0.3514 -0.596
C 4.09172 1.31110 -1.45832 -0.4041 1.1530 -0.6563 -0.243
O 5.14124 1.74435 -2.43774 0.0023 0.0038 -0.4805 -0.384
C 4.86532 1.59147 -3.69068 -0.0297 -0.7147 0.3747 0.885
N 4.65636 1.28142 -4.78338 0.1942 0.3839 -0.0886 -0.704
H 8.37286 0.39139 -2.18798 -0.0307 0.0508 0.0256 0.277
H 7.53043 0.22794 -0.65521 -0.0003 -0.0082 0.0179 0.250
H 9.05846 -0.61573 -0.91108 0.0354 0.1341 0.0073 0.320
H 7.44497 -1.51584 -3.03027 0.0024 -0.1699 0.0001 0.250
H 7.86039 -2.47580 -1.63725 -0.0468 0.0443 0.2395 0.401
H 5.71788 -0.96497 -0.71781 -0.1242 -0.1183 0.0855 0.179
H 5.53523 -2.58313 -1.42289 -0.1167 -0.0014 -0.1173 0.289
H 3.52821 -1.98474 -2.13003 -0.2043 0.0515 0.0679 0.557
H 3.40928 -1.07529 -3.64287 0.0150 0.1256 0.0054 0.327
H 2.49489 0.37513 0.21395 -0.2202 0.0395 -0.0715 0.707
H 3.49262 -1.01626 -0.09175 0.0167 0.0237 -0.0368 0.403
H 1.54533 -2.14196 0.09281 -0.0132 -0.0789 -0.0932 0.468
H 1.42855 -1.80722 -1.63827 0.0231 -0.0750 0.0267 0.364
H 0.14120 0.06451 0.39432 -0.0511 -0.2026 0.2107 0.386
H -0.18282 -0.11372 -1.31263 -0.0364 0.1625 0.1051 0.213
H -1.91718 -1.34030 0.83114 0.0974 0.1012 -0.0951 0.038
H 1.12309 1.77724 -0.68068 0.4958 -0.2761 -0.0030 0.137
H 1.44229 3.59174 -1.41259 0.2976 -0.0161 -0.2665 -0.051
H 0.09772 1.98138 -3.62254 -0.0943 0.1908 -0.0344 0.208
H -0.48292 2.96269 -2.42065 0.0504 0.1167 -0.2300 0.257
H 4.70089 1.08362 -0.58452 0.0628 -0.0565 -0.0299 0.388
C -5.45774 -3.73287 2.87114 0.2050 -0.0042 0.0029 -1.242
C -4.72771 -2.56895 2.21920 -0.3435 -0.1707 -0.2409 0.411
C -5.70374 -1.53572 1.67564 0.0890 0.1414 0.0001 -1.273
O -3.87334 -3.03056 1.17552 0.0756 0.0095 0.2113 -0.461
H -6.08805 -4.24512 2.13745 -0.0544 0.0667 -0.0041 0.331
H -4.74216 -4.46253 3.25380 0.0086 0.0255 0.0210 0.291
H -6.08946 -3.40488 3.69298 -0.0375 -0.0206 -0.0030 0.337
H -4.06895 -2.09745 2.95098 0.0830 -0.0158 -0.0502 0.273
H -6.34036 -1.98341 0.90718 -0.0355 -0.0436 0.0498 0.341
H -5.16544 -0.70752 1.21402 0.0132 -0.0031 0.0220 0.324
H -6.34445 -1.14034 2.46589 -0.0152 -0.0170 -0.0077 0.370
H -4.42182 -3.45083 0.50463 0.0244 0.0289 -0.0361 0.296
C -8.80386 -6.66041 5.80907 -0.0925 0.0340 -0.1111 -1.361
C -7.47447 -6.17117 5.25460 -0.0214 -0.0228 0.3780 0.487
C -6.30471 -6.65906 6.09526 0.1148 0.0310 -0.0857 -1.260
O -7.46451 -4.74746 5.17459 -0.0804 -0.0164 -0.0852 -0.493
H -8.95712 -6.27738 6.82203 0.0547 -0.0461 0.0287 0.351
H -9.62934 -6.30222 5.19348 0.0167 -0.0171 -0.0235 0.330
H -8.84212 -7.75021 5.84422 0.0056 0.0022 0.0177 0.371
H -7.35638 -6.52299 4.22858 0.0082 0.0925 -0.0412 0.264
H -6.38455 -6.27551 7.11651 -0.0592 -0.0448 0.0150 0.338
H -5.36215 -6.30005 5.68173 -0.0114 -0.0169 -0.0281 0.297
H -6.27408 -7.74878 6.13858 -0.0072 0.0021 0.0158 0.375
H -7.56690 -4.39832 6.06679 -0.0010 -0.0205 0.0058 0.313
C 0.89215 8.16127 -3.20497 -0.1098 -0.0573 -0.1037 -1.263
C 0.54203 7.69458 -1.79893 0.4011 0.1943 -0.0944 0.359
C 0.72657 8.81144 -0.77917 -0.0935 -0.0287 0.1065 -1.295
O 1.32432 6.56511 -1.45112 -0.2842 0.0577 0.2768 -0.444
H 1.94214 8.46269 -3.25354 -0.0075 0.0414 0.0379 0.331
H 0.75328 7.34830 -3.91718 0.0009 -0.0167 0.0261 0.304
H 0.27400 9.00897 -3.51044 0.0162 0.0100 0.0098 0.403
H -0.49467 7.35254 -1.77742 0.0119 -0.0728 0.0207 0.237
H 1.77128 9.13453 -0.75738 -0.0037 0.0258 -0.0672 0.341
H 0.47034 8.45932 0.22075 -0.0230 -0.0102 -0.0125 0.311
H 0.10327 9.67669 -1.01594 0.0174 0.0055 -0.0065 0.372
H 2.25402 6.81700 -1.47128 0.0260 -0.1162 -0.1246 0.309
```
Forces are in eV/Å.

Properties
HOMO in eV: -5.086
Total charge: -1
E in eV: -63452.263
Multiplicity: 1


(3)
Entry from the OMol25 dataset: 2 unconnected molecules or ions with the total composition C3H3Cl2N (ωB97M-V/def2-TZVPD).

```
9
Properties=species:S:1:pos:R:3:forces:R:3:mulliken_charge:R:1
C -0.01864 0.61516 -0.96532 0.5132 0.2278 -2.5837 -0.738
C 1.10833 -0.00621 -0.66921 -0.4429 -0.5995 -1.1703 0.503
Cl 2.04466 0.23968 0.73902 -0.0399 -0.1167 0.2082 -0.155
Cl 1.66823 -1.26279 -1.76345 0.3015 0.2891 0.3899 -0.200
H -0.45141 0.52546 -2.04000 0.5843 -0.1043 2.3419 0.237
H -0.44015 1.29029 -0.26546 -0.0259 0.7142 -0.1180 0.382
C -1.33173 -0.43066 1.72960 0.9987 -1.9492 1.3274 0.108
N -1.67731 0.22206 0.87372 -1.6332 1.0333 -0.4387 -0.419
H -0.90198 -1.19299 2.36111 -0.2558 0.5054 0.0432 0.281
```
Forces are in eV/Å.

Properties
HOMO in eV: -9.433
E in eV: -29692.484
Multiplicity: 1


(4)
Entry from the OMol25 dataset: a molecular structure, C5H11BeFN (ωB97M-V/def2-TZVPD).

```
19
Properties=species:S:1:pos:R:3:forces:R:3:mulliken_charge:R:1
C 1.15543 -1.23886 0.11239 -0.5713 0.6366 -0.8951 -1.190
C 0.48242 0.16456 -0.02734 1.1190 0.2893 0.5873 0.599
C 1.53673 1.33056 0.00099 -0.9699 -0.6534 -0.6834 -1.435
C -0.68157 0.43061 0.97919 -0.5849 0.3499 -0.7936 -0.727
C -1.91177 -0.39962 0.44326 0.4083 -0.4438 0.4967 -0.384
N -2.45687 0.36976 -0.63372 0.5885 -0.0987 0.7178 -0.056
F -2.14209 -0.22008 -1.76821 -0.0738 -0.4840 -0.5825 -0.012
H 1.58394 -1.40865 1.11360 -0.1619 0.1163 -0.4913 0.372
H 0.41418 -2.02331 -0.13921 0.4834 0.1043 0.3596 0.411
H 1.95145 -1.29002 -0.66568 -0.1817 -0.1960 0.6756 0.383
H -0.01464 0.21083 -1.06459 0.1256 0.3214 0.9329 -0.007
H 0.96981 2.26384 -0.15352 0.4821 -0.1573 0.3351 0.423
H 2.10927 1.33594 0.94192 -0.2192 0.0641 -0.4460 0.370
H 2.20213 1.22040 -0.87829 -0.0185 0.0704 0.6819 0.346
H -0.45767 0.20868 2.03543 0.0187 -0.0256 -0.4477 0.413
H -0.94447 1.50202 0.87554 0.1200 -0.5193 0.3773 0.375
H -1.55096 -1.39554 0.13205 -0.4881 0.3830 -0.0139 0.331
H -2.67807 -0.52411 1.23762 0.1684 0.3645 -0.4179 0.386
Be 0.43276 -0.53704 -2.54143 -0.2448 -0.1218 -0.3928 0.403
```
Forces are in eV/Å.

Properties
HOMO in eV: -12.149
Total charge: +1
E in eV: -9957.185
Multiplicity: 1


Which of these has the highest E? C5H11BeFN